1.
Computed, not measured: a molecular structure, C22H17CuN8O2S, with ωB97M-V with the def2-TZVPD basis set.

ORCA input file:
```
! RIJCOSX wB97M-V def2-TZVPD def2/J DEFGRID3
* xyz 1 2
Cu 0.417 -0.006 -0.244
S -4.230 3.086 -0.240
O 3.540 2.277 0.511
O 1.886 0.793 0.694
N 0.836 1.543 -1.635
N -2.134 1.646 -0.443
N 1.922 -3.366 -2.272
N -2.080 0.622 3.099
N -1.312 -3.331 -1.901
N -0.636 0.149 1.488
N 1.753 -1.465 -1.187
N -0.909 -1.366 -1.010
C -2.933 2.415 -1.117
C -2.256 -1.597 -0.962
C 1.130 -1.647 4.213
C -2.550 1.564 0.857
C -0.187 -0.435 2.669
C 0.737 2.940 -3.554
C 1.905 2.212 -1.209
C -0.919 -0.598 4.994
C 0.263 1.895 -2.784
C -0.367 -2.430 -1.575
C 1.087 -2.473 -1.702
C -2.527 -2.811 -1.511
C 3.202 -2.878 -2.102
C 0.953 -1.194 2.922
C -3.684 2.271 1.154
C 0.209 -1.354 5.231
C 3.074 -1.701 -1.428
C -1.094 -0.146 3.690
C 2.523 1.748 0.110
C 2.448 3.274 -1.919
C -1.755 0.768 1.790
C 1.850 3.644 -3.110
H 4.056 -3.414 -2.471
H -1.165 -4.232 -2.324
H 0.246 3.195 -4.483
H -2.939 -0.879 -0.550
H -1.622 -0.368 5.783
H 3.316 3.772 -1.513
H -4.201 2.365 2.093
H 3.844 -1.026 -1.097
H 1.677 -4.220 -2.742
H -3.445 -3.346 -1.665
H 2.008 -2.230 4.454
H -2.795 2.628 -2.166
H -2.869 1.039 3.559
H -0.598 1.311 -3.083
H 0.395 -1.725 6.230
H 1.682 -1.383 2.149
H 2.244 4.467 -3.689
*
```

Computed properties:
Frontier orbital gap (spin up / spin down) in Eh: 0.31588 / 0.30672
Total energy in eV: -94578.3401
Energy relative to the best compared isomer or geometry (same formula, charge and spin) in kcal per mole: 0.2
Molecular weight in g mol⁻¹: 521.05

***

2.
Computed, not measured: 2 unconnected molecules or ions with the total composition C4H12 in a non-equilibrium geometry, with ωB97M-V with the def2-TZVPD basis set.

ORCA input file:
```
! RIJCOSX wB97M-V def2-TZVPD def2/J DEFGRID3
* xyz 0 1
C 1.142 -1.186 0.188
C -0.991 1.340 -0.063
C -1.822 2.371 -0.897
C 1.659 -2.477 0.825
H -2.893 2.212 -0.877
H -1.492 2.229 -1.931
H 2.101 -3.157 0.108
H 0.837 -3.029 1.290
H -1.629 0.727 0.575
H 0.703 -1.423 -0.780
H 1.884 -0.397 0.115
H -0.265 1.827 0.584
H 2.364 -2.278 1.633
H -1.389 3.365 -0.773
H 0.319 -0.813 0.796
H -0.528 0.689 -0.792
*
```

Computed properties:
Frontier orbital gap in Eh: 0.46084
Structure (SMILES): CC.CC
Total energy in eV: -4342.0487
Energy relative to the best compared isomer or geometry (same formula, charge and spin) in kcal per mole: 11.1
Molecular weight in g mol⁻¹: 60.14

***

3.
Computed, not measured: a molecular structure, C25H37As3N2O3Pd in a non-equilibrium geometry, with ωB97M-V with the def2-TZVPD basis set.

ORCA input file:
```
! RIJCOSX wB97M-V def2-TZVPD def2/J DEFGRID3
* xyz 0 1
Pd -0.266 -1.771 0.114
As -1.550 0.524 0.479
As 1.357 3.994 -2.517
As -0.099 -1.357 -2.268
O -1.855 -3.016 0.068
O 4.100 -0.286 -0.277
O 1.646 -1.003 0.369
N 0.069 -2.161 2.031
N 1.315 -1.820 2.500
C -0.827 -2.567 2.854
C -4.812 -3.691 1.991
C 2.498 2.894 -1.351
C -2.604 -3.122 1.129
C 1.591 -2.090 -2.895
C 0.638 5.162 -1.103
C 0.313 0.552 -2.498
C 4.321 -0.271 1.056
C -0.745 1.642 -2.229
C 3.371 -0.707 2.000
C -2.082 1.241 -2.860
C 5.867 0.221 2.833
C -0.289 2.936 -2.940
C -3.948 -3.523 0.937
C -4.391 -3.484 3.308
C 4.936 -0.199 3.778
C 3.706 -0.658 3.356
C 5.565 0.185 1.489
C -3.495 0.516 0.215
C 2.036 -1.214 1.600
C -0.962 1.956 -0.742
C -1.511 1.614 2.110
C -2.176 -2.917 2.479
C -3.086 -3.116 3.531
C -1.248 -1.859 -3.760
H 1.988 2.445 -0.500
H -1.678 2.782 -0.665
H 6.838 0.579 3.151
H 0.337 4.618 -0.211
H 0.676 0.666 -3.525
H -5.075 -3.621 4.134
H 2.408 -1.635 -2.335
H -2.733 -2.969 4.545
H 3.168 -0.587 -0.386
H -1.134 -2.929 -3.931
H -2.820 2.034 -2.726
H 1.603 -3.164 -2.713
H 3.007 2.118 -1.918
H -0.215 2.722 -4.011
H -5.835 -3.989 1.795
H -3.947 0.127 1.128
H -0.922 -1.315 -4.647
H -0.219 5.712 -1.492
H -2.294 -1.645 -3.561
H 1.172 0.689 -1.840
H -4.271 -3.692 -0.081
H -0.544 -2.628 3.902
H 3.262 3.573 -0.968
H 5.172 -0.167 4.832
H 2.969 -0.995 4.071
H -3.888 1.513 0.013
H -0.026 2.310 -0.307
H -3.762 -0.158 -0.597
H 6.278 0.505 0.741
H 1.726 -1.896 -3.960
H -1.975 1.049 2.918
H 1.407 5.885 -0.831
H -1.082 3.685 -2.841
H -2.047 2.556 1.978
H -1.971 1.061 -3.931
H -0.476 1.822 2.383
H -2.485 0.337 -2.400
*
```

Computed properties:
Frontier orbital gap in Eh: 0.26161
Total energy in eV: -221643.2032
Energy relative to the best compared isomer or geometry (same formula, charge and spin) in kcal per mole: 0.0
Molecular weight in g mol⁻¹: 744.77

***

4.
Computed, not measured: a molecular structure, C25H19BaN8O8, with ωB97M-V with the def2-TZVPD basis set.

ORCA input file:
```
! RIJCOSX wB97M-V def2-TZVPD def2/J DEFGRID3
* xyz -1 1
Ba 0.846 0.702 -0.480
O -3.164 -1.340 0.997
O -1.576 -0.315 -0.206
O 2.343 1.387 1.824
O 0.431 3.080 -0.705
O 2.352 -1.169 -1.326
O 2.963 -1.564 0.797
O 0.832 2.324 -4.450
O 2.848 0.654 3.871
N 0.386 -3.120 -0.399
N -0.168 0.659 -3.192
N -0.397 -0.908 -4.826
N -0.091 0.084 2.013
N 0.388 3.994 2.685
N -1.351 -1.296 -2.718
N 0.205 7.698 0.180
N 0.304 4.897 -2.011
C 0.302 5.141 0.390
C 1.688 -3.197 -0.322
C 0.235 6.545 0.279
C 0.328 1.223 -4.335
C -1.880 -6.618 -0.436
C 0.282 -5.551 -0.354
C -1.120 -0.424 4.529
C -1.872 -0.671 3.398
C 0.350 4.522 1.657
C -1.317 -0.407 2.147
C 0.353 4.331 -0.774
C 1.697 -5.591 -0.265
C 2.432 -1.868 -0.279
C 2.009 0.843 2.841
C 0.177 0.239 -5.495
C 2.395 -4.428 -0.220
C -2.499 -5.346 -0.440
C -0.521 -6.717 -0.387
C -1.038 -1.995 -5.514
C -0.332 -4.286 -0.390
C -2.114 -0.711 0.872
C 0.637 0.295 3.108
C 0.174 0.061 4.390
C -0.652 -0.538 -3.540
C -1.748 -4.206 -0.413
H 0.396 5.892 -2.116
H 0.806 0.258 5.242
H -2.491 -7.512 -0.454
H -1.530 -0.608 5.514
H -0.498 -2.191 -6.439
H -2.086 -1.783 -5.759
H -3.579 -5.274 -0.445
H 3.692 1.037 3.589
H -2.212 -3.232 -0.365
H -0.036 -7.686 -0.363
H -0.995 -2.909 -4.921
H -1.553 -2.248 -2.961
H -1.535 -0.984 -1.749
H 3.471 -4.412 -0.119
H -0.493 0.652 -6.255
H 1.146 0.023 -5.949
H 0.475 4.291 -2.800
H -2.876 -1.066 3.438
H 2.200 -6.550 -0.216
*
```

Computed properties:
Frontier orbital gap in Eh: 0.26210
Total energy in eV: -55237.5558
Energy relative to the best compared isomer or geometry (same formula, charge and spin) in kcal per mole: 21.1
Molecular weight in g mol⁻¹: 696.80

***

5.
Computed, not measured: a single C4H7Br molecule, with ωB97M-V with the def2-TZVPD basis set.

ORCA input file:
```
! RIJCOSX wB97M-V def2-TZVPD def2/J DEFGRID3
* xyz 0 1
Br -1.842 0.124 1.341
C 0.022 -1.885 0.546
C -0.289 -0.440 0.355
C 0.098 1.855 -0.624
C 0.385 0.412 -0.401
H 0.156 -2.110 1.604
H -0.706 2.208 0.016
H -0.187 2.019 -1.664
H -0.801 -2.499 0.180
H 0.928 -2.153 0.009
H 1.245 0.021 -0.931
H 0.991 2.448 -0.430
*
```

Computed properties:
Frontier orbital gap in Eh: 0.36906
Structure (SMILES): C/C=C(/C)Br
Total energy in eV: -74303.6335
Energy relative to the best compared isomer or geometry (same formula, charge and spin) in kcal per mole: 0.0
Molecular weight in g mol⁻¹: 135.00

***

6.
Computed, not measured: a molecular structure, C4H4Br2F2 in a non-equilibrium geometry, with ωB97M-V with the def2-TZVPD basis set.

ORCA input file:
```
! RIJCOSX wB97M-V def2-TZVPD def2/J DEFGRID3
* xyz 0 1
Br 1.003 2.095 0.017
Br 3.573 0.251 -0.158
F 2.378 -1.799 1.222
F 2.424 -1.983 -0.901
C 2.324 -1.096 0.062
C 0.131 0.475 -0.093
C -1.004 -0.185 -0.068
C -2.225 0.682 -0.051
H -2.027 1.760 0.226
H -2.987 0.510 0.800
H -0.937 -1.213 -0.106
H -2.652 0.503 -0.949
*
```

Computed properties:
Frontier orbital gap (spin up / spin down) in Eh: 0.32167 / 0.29501
Total energy in eV: -149727.4595
Molecular weight in g mol⁻¹: 249.88

***

> What is the total energy in the first record?

-94578.3401 eV

***

> Which formula does entry 5 have?

C4H7Br